Record 1
{"formula": "C2H6ClN3", "method": "wB97M-V/def2-TZVPD", "symbols": ["H", "H", "Cl", "H", "C", "H", "H", "C", "N", "H", "N", "N"], "xyz": [[0.68, 1.89, -0.27], [-0.78, 0.32, 1.34], [-3.00, -0.45, -0.30], [-1.29, 0.28, -1.56], [-0.34, 0.06, 0.47], [1.50, 0.36, -0.73], [1.44, 0.93, 1.09], [0.89, 0.90, 0.11], [-0.31, -1.31, 0.20], [-1.09, -2.97, 0.47], [-1.67, 0.48, -0.71], [-1.17, -1.98, 0.80]], "nbo_charge": [0.240, 0.182, 0.175, 0.347, 0.107, 0.226, 0.231, -0.650, -0.215, 0.325, -0.633, -0.334], "lumo_ev": 0.44, "smiles": "[H]/N=N/[C@@H](C)NCl", "homo_lumo_gap_ha": 0.3457, "homo_energy_ev": -9.0, "mol_weight_g_mol": 107.54}

Record 2
{"formula": "C49H119NO21", "method": "wB97M-V/def2-TZVPD", "symbols": ["O", "H", "H", "H", "H", "H", "H", "C", "H", "H", "H", "H", "H", "H", "C", "O", "H", "C", "H", "C", "C", "H", "H", "H", "H", "H", "C", "C", "H", "H", "H", "H", "H", "H", "H", "C", "C", "H", "C", "H", "C", "H", "C", "H", "H", "C", "O", "O", "C", "C", "H", "H", "H", "H", "H", "H", "H", "H", "H", "H", "C", "H", "H", "O", "H", "H", "O", "C", "H", "C", "C", "C", "H", "O", "H", "H", "H", "C", "H", "H", "H", "H", "C", "H", "H", "C", "H", "H", "O", "H", "H", "H", "H", "H", "H", "C", "O", "H", "O", "C", "C", "H", "O", "H", "H", "C", "C", "O", "H", "C", "H", "H", "O", "N", "H", "C", "H", "O", "H", "H", "H", "H", "H", "O", "H", "C", "C", "H", "H", "H", "H", "C", "H", "H", "H", "O", "O", "H", "H", "H", "H", "H", "H", "H", "H", "H", "O", "H", "H", "C", "C", "O", "H", "C", "H", "C", "C", "H", "H", "C", "H", "O", "H", "C", "H", "H", "O", "H", "C", "C", "H", "H", "H", "C", "C", "C", "H", "H", "H", "H", "C", "H", "H", "H", "H", "H", "C", "C", "H", "C"], "xyz": [[-4.38, -5.55, 2.30], [3.77, 0.36, -4.39], [-6.38, 2.59, -2.73], [-1.00, 1.57, -0.77], [-0.29, 4.61, 2.17], [3.42, -0.28, 4.34], [1.14, -0.35, 1.23], [-2.17, -6.04, 3.40], [3.25, -3.30, -4.44], [-2.34, -3.29, 0.40], [-2.56, -2.92, 7.89], [3.16, 0.84, -2.82], [4.73, -1.39, -0.27], [-6.54, -1.13, 1.03], [3.56, 2.09, 1.66], [1.43, -0.42, 3.61], [1.39, 6.35, -2.25], [4.02, -1.43, -1.10], [-0.82, -1.23, 2.51], [1.82, -0.88, -7.72], [-0.44, -2.14, 2.06], [-2.11, 4.27, 0.42], [-3.30, -4.36, -2.63], [-2.63, -1.66, 0.86], [-0.34, -5.64, -4.85], [-3.36, -0.42, 4.66], [-6.61, 2.41, -1.68], [-6.86, -3.10, -0.33], [5.87, -1.82, -6.88], [4.69, 4.26, 0.39], [-2.27, -0.61, -2.64], [-0.02, 6.02, 2.95], [1.30, 3.94, -2.27], [-0.38, -6.36, -3.32], [0.79, -3.83, 0.76], [1.10, -4.76, -3.57], [-1.36, 7.20, 0.46], [6.58, 3.03, 2.58], [-2.97, -5.71, 2.07], [0.32, 1.65, -6.08], [-1.73, -4.68, 5.37], [-5.29, -0.45, 5.97], [-0.40, -0.30, -1.35], [5.09, -1.32, -5.43], [6.15, 4.76, 1.11], [1.54, -2.77, 6.68], [-3.09, 5.82, -0.53], [1.22, -0.69, 0.33], [2.40, -2.87, -3.93], [-0.71, 5.62, 2.21], [1.62, 1.02, 5.12], [1.38, -1.19, -8.67], [0.29, -2.02, -2.55], [3.87, 3.82, -4.76], [5.24, 2.67, -1.57], [-6.51, 1.19, 0.62], [3.39, -0.55, -0.91], [1.51, -3.21, 5.68], [-3.26, 3.76, -0.79], [2.25, -1.91, -4.43], [-0.22, 1.26, -1.46], [-3.76, -3.95, 7.37], [-5.31, -0.82, 0.07], [3.21, 5.12, -2.12], [5.06, 3.95, 2.80], [-0.78, -5.14, 5.67], [-0.44, 6.10, 0.86], [-6.89, 0.59, -0.21], [-2.59, -5.02, 5.95], [4.88, -1.61, -6.46], [-2.48, -1.98, -1.24], [0.48, -0.95, -2.39], [2.35, 6.11, -3.60], [1.23, -3.53, -4.22], [4.07, 7.73, -3.07], [-1.74, 5.52, 2.55], [4.32, -2.55, -6.49], [2.79, -0.89, 3.69], [-1.53, -3.70, 5.79], [-1.66, 4.45, -1.21], [1.15, -4.60, -2.49], [0.10, 0.84, 4.37], [4.04, 0.86, -3.45], [6.98, 2.76, -1.86], [-7.97, 0.65, -0.15], [2.76, 8.00, -0.07], [-0.57, 1.56, -2.45], [3.66, 2.09, 0.57], [4.56, 2.19, -3.81], [5.99, -0.05, -3.47], [-1.64, 6.58, -1.73], [-2.77, 7.74, -0.98], [5.51, 0.59, -1.87], [1.86, 4.44, -0.66], [1.58, 0.63, -5.56], [3.29, -0.86, -8.07], [4.15, -0.50, -7.03], [-7.63, 2.71, -1.45], [-6.38, 1.04, -1.46], [2.18, 4.15, -1.66], [-3.04, -1.44, 4.88], [3.38, -0.09, -8.84], [-4.19, -2.13, 5.43], [-0.79, 8.10, 0.22], [-2.86, -5.27, -4.15], [-2.06, -2.26, 0.16], [3.86, 2.74, -4.92], [4.83, 2.01, 2.25], [2.59, 8.41, -2.74], [-4.47, -1.21, 7.84], [1.56, -0.80, -2.36], [-3.55, -2.15, -1.35], [6.46, 3.20, -0.05], [-0.09, -0.87, -0.04], [-4.22, -3.60, 2.35], [5.18, 0.02, -2.74], [-2.62, -1.95, 4.01], [1.69, -1.41, 6.54], [2.59, 3.17, -1.39], [0.72, 1.70, -1.12], [-2.67, -6.72, 4.10], [-5.92, 3.07, -1.15], [-7.45, -3.12, 0.59], [1.23, 0.44, -7.57], [-2.38, -5.89, -2.46], [5.58, 3.22, 2.19], [-1.93, -0.56, -1.60], [3.73, -1.71, -8.59], [0.19, -0.19, -5.86], [-2.50, 0.22, -1.09], [1.78, 8.30, -0.44], [-2.52, 4.53, -0.55], [-5.79, -3.30, -0.22], [0.86, -3.12, -0.81], [-3.39, -3.83, 9.15], [-4.50, -2.37, 8.60], [4.58, -1.30, -2.43], [3.49, -2.35, -0.84], [-2.24, -1.44, 5.61], [-0.10, -1.43, 5.53], [2.91, 2.86, 2.05], [0.30, -0.65, -3.42], [-2.11, 7.50, 1.19], [3.01, 1.15, 1.71], [3.12, 8.71, 0.68], [-7.45, -3.79, -0.93], [-1.29, -4.48, -3.42], [2.89, -1.92, 4.03], [-5.94, -1.85, 6.38], [5.60, 3.86, 0.84], [-0.23, -5.40, -3.80], [3.72, 7.99, -1.13], [2.81, 2.46, -5.01], [6.13, 3.30, -1.43], [-5.77, -4.23, 3.16], [-0.55, -2.11, 0.54], [-4.95, -1.40, 6.37], [-0.95, -2.93, 2.62], [6.03, 4.29, -1.87], [0.74, 0.66, -6.26], [-1.97, -2.76, -1.81], [-1.84, -4.73, 3.93], [4.36, 2.36, -5.81], [0.61, -0.70, 5.94], [-1.33, -6.65, 3.08], [0.61, -2.21, 2.35], [-6.87, -1.75, -0.84], [1.45, -1.63, -7.03], [-3.54, -3.29, 8.21], [-2.59, -5.04, -3.11], [-2.56, -4.82, 1.58], [1.88, -5.47, -3.87], [-0.52, -4.20, -0.30], [-2.19, 6.83, -0.82], [0.94, 0.26, 4.74], [2.44, 6.32, -2.53], [-2.88, -6.50, 1.33], [2.61, 7.03, 0.41], [-4.21, -4.28, 4.02], [2.63, -2.69, -2.88], [0.16, -3.40, -0.02], [2.28, -3.26, 7.30], [-3.55, -0.62, 7.85], [-5.11, -0.49, 8.36], [0.59, -3.11, 7.09], [3.46, -0.81, 2.84], [-4.69, -4.31, 3.04], [3.21, 7.58, -2.41], [-0.09, -0.32, 6.69], [-6.39, -0.77, 0.01]], "lowdin_charge": [-0.211, 0.090, 0.089, 0.063, 0.073, 0.095, 0.075, -0.140, 0.089, 0.084, 0.078, 0.103, 0.082, 0.119, -0.112, -0.216, 0.112, -0.101, 0.080, -0.165, -0.032, 0.068, 0.073, 0.112, 0.121, 0.095, -0.115, -0.062, 0.084, 0.120, 0.120, 0.079, 0.080, 0.120, 0.075, -0.212, -0.141, 0.136, -0.169, 0.093, -0.093, 0.115, -0.444, 0.068, 0.122, -0.141, -0.171, -0.009, -0.141, -0.105, 0.118, 0.120, 0.071, 0.083, 0.055, 0.128, 0.060, 0.084, 0.082, 0.083, -0.006, 0.069, 0.117, -0.181, 0.120, 0.088, -0.216, -0.205, 0.079, -0.077, -0.168, -0.039, 0.121, -0.166, 0.130, 0.091, 0.081, -0.079, 0.050, 0.083, 0.111, 0.124, -0.158, 0.095, 0.132, -0.088, 0.088, 0.074, -0.210, 0.118, 0.119, 0.122, 0.102, 0.077, 0.051, -0.227, -0.182, 0.087, -0.166, -0.096, -0.066, 0.126, -0.203, 0.103, 0.091, -0.168, -0.089, -0.175, 0.121, -0.218, 0.060, 0.108, -0.174, -0.109, 0.076, -0.121, 0.069, -0.170, 0.052, 0.063, 0.123, 0.074, 0.083, -0.168, 0.082, -0.180, -0.082, 0.126, 0.078, 0.105, 0.074, -0.099, 0.083, 0.054, 0.098, -0.144, -0.209, 0.081, 0.055, 0.080, 0.098, 0.080, 0.119, 0.059, 0.088, 0.088, -0.233, 0.083, 0.127, -0.242, -0.182, -0.185, 0.067, -0.086, 0.090, -0.452, -0.197, 0.071, 0.095, -0.124, 0.084, -0.223, 0.092, -0.160, 0.109, 0.071, -0.177, 0.122, -0.118, -0.059, 0.084, 0.133, 0.077, -0.218, -0.171, -0.184, 0.117, 0.078, 0.060, 0.063, 0.002, 0.096, 0.117, 0.126, 0.072, 0.077, -0.049, -0.208, 0.120, -0.269], "lumo_ev": 0.23, "smiles": "CC1(C)CCCC(C)(C)N1O.COCCOC.COCCOC.COCCOC.COCCOC.COCCOC.COCCOC.COCCOC.COCCOC.COCCOC.COCCOC", "homo_lumo_gap_ha": 0.2974, "homo_energy_ev": -7.9, "mol_weight_g_mol": 1058.48}

Record 3
{"formula": "C24H15Cl2F8N3O3PdSb", "method": "wB97M-V/def2-TZVPD", "symbols": ["C", "F", "C", "H", "H", "H", "F", "O", "N", "C", "C", "H", "N", "F", "Cl", "H", "H", "C", "H", "C", "C", "H", "F", "O", "C", "F", "C", "H", "C", "C", "C", "C", "C", "C", "N", "C", "C", "H", "Sb", "C", "H", "Pd", "H", "C", "O", "C", "F", "C", "C", "H", "F", "H", "Cl", "C", "F", "H", "C"], "xyz": [[-5.62, 1.25, 2.41], [0.02, 4.57, -3.03], [-0.86, 2.66, -4.04], [0.51, 3.12, -0.95], [4.04, 0.10, -2.15], [-1.37, -0.74, 2.11], [3.41, 0.16, 2.06], [2.26, -0.05, -1.23], [-0.63, -1.26, -1.38], [-3.85, 1.80, 0.77], [-1.09, -0.86, -2.59], [-1.41, -4.51, -1.45], [-5.81, 1.00, 3.72], [0.93, -0.60, 1.77], [3.57, -3.22, 3.05], [6.07, -0.08, -0.81], [-5.04, 0.92, 4.37], [6.29, -1.28, 1.00], [-2.28, -3.82, -3.69], [-3.32, 0.12, 2.37], [-1.81, -3.09, -3.03], [-6.73, 1.18, 4.10], [1.61, 1.70, 0.92], [-6.49, 1.60, 1.64], [0.05, 2.60, -1.78], [0.06, 1.55, 3.07], [-1.15, 1.32, -3.95], [-3.56, -0.52, 3.21], [3.45, -0.27, -1.30], [-1.69, -1.77, -3.44], [-0.27, 3.28, -2.96], [3.57, -1.94, 0.67], [5.71, -2.06, 1.99], [-0.87, 0.56, -2.81], [-1.74, 0.72, 0.69], [4.37, -2.36, 1.90], [-0.74, -2.53, -0.98], [-2.06, -1.45, -4.40], [1.78, 0.91, 2.71], [-0.28, 1.27, -1.76], [6.30, -2.41, 2.83], [0.16, 0.25, -0.16], [-2.30, 2.21, -0.64], [4.23, -0.98, -0.25], [2.52, -2.45, 0.43], [5.54, -0.73, -0.13], [-1.71, 0.71, -4.99], [-1.33, -3.49, -1.79], [-2.09, -0.02, 1.75], [-0.34, -2.77, -0.01], [1.86, -0.15, 4.22], [-4.55, 2.52, 0.35], [7.91, -0.91, 1.08], [-4.22, 1.05, 1.87], [2.69, 2.37, 3.38], [-1.10, 3.22, -4.94], [-2.61, 1.62, 0.21]], "nbo_charge": [0.619, -0.279, -0.342, 0.277, 0.168, 0.226, -0.696, -0.516, -0.452, -0.209, 0.202, 0.252, -0.798, -0.708, 0.301, 0.269, 0.400, 0.158, 0.251, -0.252, -0.107, 0.427, -0.686, -0.555, -0.383, -0.653, 0.467, 0.248, 0.461, -0.213, 0.467, 0.495, -0.326, -0.200, -0.463, 0.094, 0.056, 0.263, 3.180, 0.090, 0.288, 1.193, 0.224, -0.093, -0.386, -0.172, -0.291, -0.226, 0.063, 0.227, -0.647, 0.271, 0.281, 0.043, -0.631, 0.278, 0.044], "lumo_ev": [-9.56, -9.55], "spin_multiplicity": 2, "homo_lumo_gap_ha": [0.1765, 0.1763], "homo_energy_ev": [-14.4, -14.4], "total_charge": 2, "s2": 0.76, "mol_weight_g_mol": 844.47}

ΔE to the lowest compared entry with this formula, charge and spin (kcal/mol)
85.1; 148.4; 2.4